Entry from the Open Molecules 2025 dataset: 2 unconnected molecules or ions with the total composition C6H12NO (the ωB97M-V functional and the def2-TZVPD basis).

Values from the calculation:
Total charge: +1
HOMO (alpha / beta) (hartree): -0.4770 / -0.4772
HOMO-LUMO gap (alpha / beta) (Eh): 0.3093 / 0.3095

Positions of all 20 atoms, in Å:
H 0.2484 2.5825 -0.3625
H 3.1915 -0.9359 0.4458
H -0.4289 -1.9246 -0.9576
C -1.6285 1.7685 0.1693
C 0.3520 0.4985 0.2088
H 3.4753 0.8806 0.1385
C 2.7492 -0.0549 0.0221
O 1.4910 0.1803 0.7628
H -1.2186 -2.5214 0.4433
C -0.5047 -1.7649 0.0669
H -0.6019 -0.5524 1.6636
H -2.3931 -0.1186 -0.6000
H 0.5916 -1.8769 0.3556
H 2.3552 -0.2857 -1.0421
C -2.0460 0.3395 0.3655
H -2.6868 0.1532 1.2552
N -0.7232 -0.4426 0.6197
C -0.2865 1.8269 0.0391
H 0.9458 0.2198 -1.6977
H -2.2101 2.5727 -0.2280

Atoms 1-6, force components in eV/Å:
H 1.65 2.54 -0.82
H 0.25 -0.26 0.36
H -0.57 0.98 -2.13
C 2.39 -0.81 -0.85
C 0.91 0.82 -3.32
H -1.79 -2.05 -0.53

Atom charges from the natural (NBO) analysis, given in e for atoms 1 to 8:
1. H 0.24
2. H 0.21
3. H 0.25
4. C -0.17
5. C 0.49
6. H 0.23
7. C -0.24
8. O -0.55

***

Entry from the Open Molecules 2025 dataset: 11 unconnected molecules or ions with the total composition C22H66O11 (the ωB97M-V functional and the def2-TZVPD basis).

Values from the calculation:
Total charge: 0
SMILES: CCO.CCO.CCO.CCO.CCO.CCO.CCO.CCO.CCO.CCO.CCO
HOMO (hartree): -0.3595
HOMO-LUMO gap (Eh): 0.3689

Positions of all 99 atoms, in Å:
H 0.2690 1.4537 6.2981
O -3.0432 -1.3351 0.3544
H 0.9759 5.1460 2.9025
H -2.6841 3.7884 -0.6245
H -4.0747 2.8669 -0.6166
O 1.2184 -3.1839 1.4775
H 6.9253 2.3539 1.2415
H 4.3131 -2.3332 -4.3951
H 2.6811 -4.3681 -2.8079
H -3.5164 1.9835 1.4516
C -4.6511 -0.1672 -2.4217
H 4.4938 -4.0667 -4.7541
H 1.7111 6.0719 0.1643
C 0.0611 1.7710 4.0912
C -4.3671 -2.2864 2.0533
C -0.6576 -5.8107 -0.9676
H -3.2441 -0.4216 2.2555
H -5.2306 -1.6387 1.9095
H -4.7689 -0.9882 -1.7118
C -3.2071 0.2242 -2.6456
H -2.3385 -1.9307 0.0839
H 1.1117 -3.1576 4.8739
H 0.0513 0.3845 -1.6382
H 1.0470 7.1849 1.2343
C 1.6441 5.2246 2.0433
C -0.9740 1.8940 -5.7610
C 0.8716 1.5699 5.3977
H 6.1385 1.2457 0.0524
H 4.9938 2.2394 2.6343
H 4.8959 -3.4815 -3.2622
H 0.8345 -4.6821 2.9022
H -1.1456 2.2182 2.2384
H -0.4762 2.7070 4.2650
H 1.5292 2.2038 -5.2758
O 1.8067 -3.8125 -4.6366
H -0.2008 -0.0854 1.9291
H -2.7124 -0.6173 -3.1324
H -0.4702 -4.0520 -2.2820
O 1.7467 3.9689 1.4133
H 2.5109 -3.2453 3.7903
O 1.1794 1.4052 -4.8733
C -1.0930 -4.4487 -1.4791
H 1.0551 -2.2391 1.3531
H 1.7888 -3.0219 -5.1818
H -2.1842 -1.7745 2.2393
O 0.5048 -0.5745 1.4929
C 4.8045 2.1289 1.5640
H -2.0369 1.6815 -5.6311
H -0.7883 -6.5874 -1.7225
O -1.5577 2.8231 1.6175
H 1.7813 0.0677 0.3228
H 3.7435 3.7259 1.2093
H -1.5669 0.6519 4.4543
H 0.8658 -1.2295 -1.2541
C -3.3911 3.3482 0.0830
H 0.6789 2.0284 3.2308
H -4.2240 -2.6332 3.0777
H -0.3130 -3.6578 0.1173
H 1.4353 2.4837 5.5909
H 2.6674 5.5074 2.2885
C 0.2102 -0.4242 -0.9245
C 0.7016 -3.6086 2.7712
C 0.7014 0.2336 0.3553
H -4.9044 -1.1958 -3.9981
H -3.8460 4.1121 0.7115
O -5.2561 -0.3696 -3.6554
H -0.5496 0.6795 -4.0649
C 4.1276 -3.3421 -4.0252
H 1.5283 0.7238 5.1966
H 0.4194 -5.8328 -0.7925
H -4.3668 -3.1135 1.3456
H -0.7392 -0.9342 -0.7597
H -3.1565 1.1347 -3.2419
H 1.4347 -1.8321 3.8843
H -0.3626 -3.3891 2.6730
H -5.2530 0.6146 -1.9544
C 1.0223 6.1175 1.0091
C 1.4732 -2.9219 3.8714
O -0.7997 0.6765 3.8782
C -3.1109 -1.4035 1.7991
H 3.9222 1.5062 1.4120
H 0.0152 5.8005 0.7410
H -0.7939 1.2681 -6.6354
C 6.1374 1.6208 1.0766
C -2.6603 2.3348 0.8673
O -1.1200 -3.5412 -0.3926
H -2.3683 1.4274 0.3361
H -0.8425 2.9386 -6.0456
H -1.2029 -6.0985 -0.0694
C -0.1816 1.5927 -4.5351
H 0.4910 1.2961 0.4746
H 6.3613 0.7014 1.6212
H -0.1599 2.2914 -3.6965
O 4.5828 3.3748 0.8967
C 2.6939 -3.5785 -3.5586
H -2.0767 -4.6693 -1.8953
H 0.8609 3.5968 1.3879
H -2.7514 0.3646 -1.6647
H 2.4011 -2.6731 -3.0229

Atoms 1-6, force components in eV/Å:
H -0.31 -0.42 -0.30
O 0.54 1.05 0.78
H 0.42 0.11 0.45
H 0.03 0.69 0.10
H -0.47 -0.13 0.53
O 0.31 -1.48 0.03

Atom charges from the Mulliken analysis, given in e for atoms 1 to 8:
1. H 0.37
2. O 0.06
3. H 0.23
4. H 0.37
5. H 0.33
6. O -0.65
7. H 0.31
8. H 0.28

***

Entry from the Open Molecules 2025 dataset: 5 unconnected molecules or ions with the total composition C22H35N5O9 (the ωB97M-V functional and the def2-TZVPD basis).

Values from the calculation:
Total charge: 0
SMILES: O=C1OC(=O)C(c2ccncc2)=C1COO.CN(C)C=O.CN(C)C=O.CN(C)C=O.CN(C)C=O
HOMO (hartree): -0.3290
HOMO-LUMO gap (Eh): 0.2922

Positions of all 71 atoms, in Å:
H -1.2585 7.9618 -2.1443
C 1.4244 1.4147 -0.1578
H -3.7974 5.9128 -2.7240
H -0.7502 2.4699 -1.4228
H -1.7659 -5.1416 -3.2606
H 5.8369 -0.5380 -1.3992
H 7.5868 -2.3930 -1.2079
H 0.3010 -0.4703 1.5311
C -3.0333 5.3530 -2.1580
H 2.0189 -1.1948 0.7230
H -3.0532 1.7767 -1.1659
C 1.8599 2.8276 -0.4089
C 2.5323 0.6722 -0.1703
H -1.3600 -6.1863 -1.8889
C -0.9240 -4.1952 -0.3810
H -1.8734 -2.1665 -1.8820
C 0.0206 1.0477 0.0125
H -0.4909 4.8591 -1.4185
C -3.4505 0.5700 4.9990
H 7.3301 -3.8559 -2.1860
H 3.6974 -1.0582 0.2316
N -3.3257 -0.7986 5.4715
N -1.7950 -4.2051 -1.3898
O 1.2333 3.8225 -0.3469
H -2.0344 -1.0392 1.6517
C 4.7513 -3.2055 -2.6952
C -1.0631 5.5249 -0.7866
O -1.0891 -0.8214 5.0868
C -2.1738 7.5898 -1.6799
O 2.4291 -1.4376 -1.2912
C 6.8536 -3.1294 -1.5271
O 1.0287 -1.6373 -1.4406
H 3.9745 -2.6087 -3.2001
H -0.3844 -5.1456 -0.2486
H 6.6990 -0.7249 -2.9410
C -2.2977 1.2702 -0.5817
H -5.2412 -1.5715 5.1243
C -0.9800 1.6812 -0.7261
N 5.7678 -2.4593 -2.2204
H 4.9258 -0.6752 -2.9107
H -3.2125 -3.1564 -2.5068
C -2.5537 -2.9891 -1.6592
H 6.4721 -3.6640 -0.6564
H -2.8294 1.2306 5.6046
C -1.7346 -0.2632 0.9595
C -4.5060 -1.5028 5.9286
H -4.9569 -0.9785 6.7736
H -4.4868 0.8916 5.0597
O 4.8390 1.3106 -0.3324
O 3.1951 2.8054 -0.7322
H -4.2375 -2.5087 6.2441
C -2.1059 -1.3697 5.4649
N -2.7120 0.2889 0.2319
N -2.1268 6.1465 -1.5657
O 4.6760 -4.4149 -2.5831
H -3.0427 -5.6994 -2.1595
H -3.0228 7.8868 -2.2921
H -1.4945 4.9412 0.0269
H -2.2767 8.0441 -0.6925
H -2.1123 -2.4077 5.8400
C 2.6752 -0.8118 -0.0476
O -3.0324 4.1357 -2.0983
H 0.7506 -2.2451 -0.7264
H -3.1112 0.6423 3.9651
C 5.8104 -1.0162 -2.3764
H -3.1441 -2.7119 -0.7863
C -0.3932 0.0592 0.9043
C 3.6869 1.5628 -0.3931
C -2.0029 -5.3748 -2.2217
H -0.4101 6.2922 -0.3808
O -0.7301 -3.2186 0.3379

Atoms 1-6, force components in eV/Å:
H -0.02 0.06 0.00
C 0.07 0.10 -0.09
H 0.01 0.00 0.01
H -0.04 0.11 -0.07
H 0.00 -0.06 -0.02
H 0.02 0.13 -0.04

Atom charges from the Mulliken analysis, given in e for atoms 1 to 8:
1. H 0.32
2. C 0.45
3. H 0.25
4. H 0.48
5. H 0.34
6. H 0.43
7. H 0.40
8. H 0.50

***

Entry from the Open Molecules 2025 dataset: C4H9NS in the gas phase (the ωB97M-V functional and the def2-TZVPD basis).

Values from the calculation:
Total charge: 0
HOMO (alpha / beta) (hartree): -0.2975 / -0.2976
HOMO-LUMO gap (alpha / beta) (Eh): 0.3001 / 0.3001

Positions of all 15 atoms, in Å:
C -1.3384 0.4417 -0.1292
H -1.5411 0.2179 0.8693
C -0.4551 1.6653 -0.2219
H 1.1650 -1.5246 2.2671
H 2.3305 0.7726 -0.1957
H 1.8254 -1.5818 -0.8184
C 1.6857 0.7582 0.6003
H -1.0570 -1.8081 -0.5799
H -0.6706 2.4809 0.4884
H -0.2066 -0.8094 -1.6361
S 0.8892 -0.8809 0.3075
N 0.5483 -1.7331 1.5398
H -0.2040 2.0756 -1.2419
H -2.3022 0.7039 -0.6054
C -0.6689 -0.7782 -0.6440

Atoms 1-6, force components in eV/Å:
C -0.10 1.26 -1.31
H -0.56 -0.03 1.85
C 2.49 -0.18 0.07
H 1.32 0.46 1.45
H 1.61 0.42 -2.69
H -1.67 0.96 1.83

Atom charges from the natural (NBO) analysis, given in e for atoms 1 to 8:
1. C -0.51
2. H 0.23
3. C -0.34
4. H 0.38
5. H 0.12
6. H -0.01
7. C -0.63
8. H 0.26